(1)
C23H32BeN6O2P2 | the ωB97M-V functional and the def2-TZVPD basis

Properties
* energy relative to the best compared isomer or geometry (same formula, charge and spin): 8.0 kJ/mol
* Kohn-Sham gap: 7.33 eV
* maximum force: 0.4 eV Å⁻¹
* charge: +2
* electronic energy: -2071.79572 Ha
* 2S+1: 1
* HOMO energy: -12.9116 eV

Each line ends with the Löwdin charge.
Atoms and positions in Å:
H -3.4613 2.1646 2.5585  0.12
C 2.5080 2.8804 0.6108  -0.14
C -0.9488 4.2096 -1.4534  -0.08
H -0.6566 -4.3244 -4.2350  0.14
H -2.9444 3.8090 1.2515  0.11
C 3.5454 0.5134 2.1819  -0.15
H 2.3473 -2.4072 -3.5563  0.13
H 2.5450 2.8031 -0.4733  0.11
H -1.2692 -3.8342 4.6615  0.12
C -1.2334 -2.9971 3.9785  -0.05
H -2.3715 5.4792 -0.4612  0.12
H 1.6556 -2.5670 -1.2562  0.10
H -0.6432 -2.3625 -5.6057  0.14
H 4.0828 -0.1686 1.5283  0.12
H 2.4220 -1.0715 3.0220  0.15
H 1.6693 -0.1868 -2.9159  0.10
N 2.9623 -0.2593 3.3367  0.16
N 0.6427 -3.4221 -2.8838  -0.14
C -0.7089 -1.7443 -4.7098  -0.17
C -1.8843 4.5134 -0.4693  -0.06
N -1.4664 -2.4888 -3.7031  -0.14
H -2.8118 -1.9337 4.9396  0.13
C -1.1303 -0.8614 2.1728  -0.18
N 1.4329 3.8577 0.9684  0.16
C -0.2483 -1.9586 2.0252  -0.04
Be -0.0271 0.3771 -0.0849  -0.03
P 2.0549 1.2959 1.4409  0.51
C -2.2100 3.5654 0.4948  -0.01
N 0.6543 -1.4125 -4.2870  -0.14
C -2.8132 1.3054 2.4745  0.04
C -2.9167 0.2644 3.3479  0.04
H 1.4298 -3.2702 -4.7988  0.14
C -0.6038 1.9881 -0.5014  -0.14
H -2.3740 -0.8026 -2.8447  0.10
C -1.5808 2.3220 0.4608  -0.18
H 4.2242 1.2487 2.6103  0.12
H 0.3458 -3.8554 2.7838  0.11
H -1.2625 -4.2427 -2.5750  0.13
P -0.2383 -1.1079 -1.7109  1.09
H 2.2964 0.3655 3.8231  0.15
H 0.1325 -3.3701 -0.8586  0.09
C -2.0918 -1.9459 4.1312  0.00
C -1.7881 -1.6725 -2.5392  -0.28
O 1.5641 0.2664 0.4376  -0.30
C -0.7210 -3.6941 -3.3475  -0.17
H 0.4209 2.7755 -2.2348  0.10
H 0.1467 0.4689 -3.5179  0.09
H 1.2161 3.7815 1.9675  0.15
H 0.4352 -1.9761 1.1850  0.08
H 1.6821 4.8145 0.7190  0.18
C 1.3422 -2.6464 -3.9088  -0.17
H -0.7186 4.9421 -2.2169  0.11
H 0.5776 3.6095 0.4420  0.09
O 1.2591 1.7060 2.6355  -0.30
C 0.6446 -0.4491 -3.1934  -0.30
H 3.6804 -0.5798 3.9877  0.18
C -0.3077 -3.0012 2.9120  -0.06
C -1.8442 1.2461 1.4522  -0.17
H -2.3966 -2.2447 -1.8355  0.10
C -2.0562 -0.8528 3.2323  -0.14
H -1.2430 -0.8269 -4.9619  0.13
N -1.0606 0.1872 1.3015  0.09
H -3.6534 0.2815 4.1417  0.14
C 0.6301 -2.7371 -1.5984  -0.31
H 3.4556 3.2688 0.9843  0.12
C -0.3199 2.9643 -1.4631  -0.13

(2)
C23H32Cl2F9N2O2P | the ωB97M-V functional and the def2-TZVPD basis

Properties
* Kohn-Sham gap: 3.77 eV
* maximum force: 2.3 eV Å⁻¹
* charge: 0
* electronic energy: -3315.99487 Ha
* 2S+1: 1
* HOMO energy: -5.1327 eV

Each line ends with the Löwdin charge.
Atoms and positions in Å:
N 0.8020 0.0173 -1.6715  0.08
H 2.5258 3.9928 4.2338  0.06
H -3.5215 2.8490 0.3909  0.02
C -1.6397 1.1690 -2.1945  -0.22
N -2.8747 1.7770 -2.5445  0.00
C 1.8430 3.6160 3.4580  -0.12
C -0.1894 -4.8166 3.2916  -0.36
C -0.7064 -2.8137 1.6909  -0.44
H -3.9718 -1.1894 1.3363  0.04
C 1.5678 0.4530 -4.0027  -0.10
H 1.2069 -0.4890 0.8175  0.08
H 0.7469 -2.6302 0.1039  0.12
C -0.1065 -6.1275 2.4410  -0.56
H 1.3932 1.2662 -4.6909  0.14
H 1.0047 4.3122 3.3893  0.05
F 0.6064 -5.0176 4.3595  0.16
O 0.5161 1.7641 2.7751  -0.34
C -0.1385 -2.1264 0.4671  -0.03
H -0.8532 1.5093 -4.1304  0.14
Cl 2.7197 -1.2271 -5.8363  0.70
Cl 3.8999 0.0957 0.6405  0.71
C 4.1954 0.9043 -1.9130  -0.12
C 2.5644 1.2695 3.8938  -0.12
H -4.5965 1.6826 1.1117  0.04
H -3.4517 3.2673 -3.8560  0.11
H -1.7645 3.3836 -3.4685  0.10
H 2.5360 -1.0311 -2.2784  0.12
H 2.0558 -1.3097 -0.6359  0.09
C -3.9232 1.8580 0.2798  -0.29
H -2.8738 -1.8023 0.0903  0.01
H -0.8886 -2.2523 -0.3034  0.12
F -0.0896 -5.8750 1.1364  0.17
C 0.3419 -3.5450 2.5786  -0.37
C -2.7428 3.1643 -3.0425  -0.25
C -0.1447 0.0400 -0.6960  -0.14
H 2.2668 0.2528 4.1450  0.05
H -4.1109 4.3308 -1.8089  0.08
C 0.5523 0.5172 -2.8987  -0.17
H -3.2966 1.2321 -3.2850  0.13
C 3.1200 0.5465 -0.8882  -0.67
H -2.7360 5.1845 -2.4417  0.08
C -3.5628 -1.0171 0.3544  -0.25
C -1.4110 0.6136 -0.9464  -0.18
F 0.7015 -2.6973 3.5403  0.18
H 3.8224 1.6741 -2.5798  0.08
H -0.3468 -0.0977 1.4589  0.09
H 2.5861 0.4454 -3.6492  0.07
C 2.1400 -0.5559 -1.3958  -0.10
F 0.9719 -6.8172 2.7439  0.20
H 5.0934 1.2511 -1.4307  0.07
C 1.3814 -0.8561 -4.7491  -0.82
F -1.5940 -3.7656 1.2490  0.09
H 2.3803 3.6249 2.5053  0.05
F -1.4156 -4.6272 3.7586  0.18
H 2.5486 1.4380 -0.6735  0.11
H 0.8987 2.2605 4.8013  0.11
F 1.4574 -3.8636 1.8983  0.15
F -1.1730 -6.8747 2.6943  0.19
P -2.6436 0.5707 0.4243  0.99
C 1.3392 2.1982 3.7802  -0.70
H -4.3328 -1.0019 -0.4135  0.04
H -2.4604 4.0935 -1.1277  0.07
H 3.2766 1.6008 4.6640  0.06
F -1.4014 -1.9990 2.4718  0.16
H -4.5123 1.7517 -0.6217  0.02
H 3.0817 1.2571 2.9365  0.00
C -0.6508 1.0933 -3.1606  0.05
O 0.4743 -1.5809 -4.6284  0.11
C 0.1590 -0.6003 0.6089  -0.12
H 4.4035 0.0425 -2.5379  0.08
C -3.0562 4.2368 -2.0196  -0.09

(3)
C23H32Cl4GeN3O2S3Si3Tc | the ωB97M-V functional and the def2-TZVPD basis

Properties
* energy relative to the best compared isomer or geometry (same formula, charge and spin): 116.8 kJ/mol
* Kohn-Sham gap (spin up / spin down): 6.11 / 4.80 eV
* maximum force: 0.2 eV Å⁻¹
* charge: -1
* electronic energy: -7272.08094 Ha
* 2S+1: 2
* expectation value of S²: 0.77
* HOMO energy (spin up / spin down): -5.0057 / -5.0068 eV

Each line ends with the Löwdin charge.
Atoms and positions in Å:
C 2.9124 -2.7503 -1.7755  -0.23
H 4.1540 1.0477 -1.6786  0.01
C -1.3856 2.1754 3.4471  -0.20
Cl -3.4292 -3.6683 4.1918  0.74
C -4.3188 0.5912 -2.8965  -0.30
N -6.0179 3.0822 -1.2598  0.13
C 1.0435 -2.9181 3.8281  -0.60
C 0.1846 -2.5581 2.7491  -0.36
S -4.2557 0.7219 1.1414  0.55
C -1.4477 1.7197 4.9054  -0.08
C 1.8159 3.1855 -1.4935  -0.22
H 2.8133 2.7750 -1.6567  0.00
H 2.7486 2.0819 1.1996  0.01
Ge 0.6304 -0.1326 -1.0934  0.59
C -1.7385 -3.4048 4.0866  -0.62
H -1.5818 2.5836 5.5543  0.07
H -1.9667 1.6286 -2.6362  0.00
H 3.9490 -3.0894 -1.8625  0.03
C 4.0370 0.0556 -2.1192  -0.22
C -0.8160 -2.8783 -0.7734  -1.00
C -3.8973 0.4033 -0.4545  -1.11
H 1.3544 1.4083 2.0309  0.01
H -0.7989 3.8926 0.4280  0.03
H 5.0223 -0.4221 -2.1133  0.03
H 0.9543 0.7334 -5.5096  0.03
C -0.9672 -1.3943 -4.0700  -0.24
Si 2.8614 -1.0023 -1.0876  0.31
H 1.9367 1.3296 -4.1657  0.01
H 2.9365 -1.4900 1.3389  -0.05
Cl 1.5692 -3.9072 6.2657  0.68
H -0.5292 1.2097 5.1943  0.08
H 4.5610 -1.5524 0.6321  0.03
N -1.1953 0.2102 1.7650  0.10
C -4.4647 1.0453 -1.5529  -0.42
S -2.8518 -0.9919 -0.9523  0.65
C 1.3412 0.4844 -4.5166  -0.23
H 1.3287 3.2762 -2.4661  0.01
S -0.5048 -4.1622 -1.5971  0.68
Si 0.7821 2.1285 -0.3169  0.31
C 1.6735 2.2014 1.3524  -0.23
H -1.6868 2.3709 0.2120  0.00
Tc -1.1219 -1.4384 0.2984  0.81
Cl 2.7262 -2.6202 3.6639  0.75
H -0.3043 -2.2615 -4.0780  0.00
Cl -1.4759 -4.4297 6.5508  0.68
H 1.5198 3.1705 1.8383  0.02
H -1.2650 -1.1747 -5.0998  0.03
C 0.5247 -3.4841 4.9664  -0.70
H 3.7271 0.1769 -3.1550  0.00
N -4.2325 0.2403 -3.9924  0.16
H -2.2839 1.0391 5.0584  0.08
C -1.2359 -2.8170 2.8933  -0.36
O 0.5532 -2.0284 1.6622  -0.14
C 3.6092 -1.0117 0.6319  -0.23
H -0.5570 2.8636 3.2729  0.11
H -2.3083 2.6777 3.1452  0.12
H 1.9996 -0.3800 -4.6237  0.02
H 1.9294 4.1943 -1.0840  0.03
Si -0.1099 0.1143 -3.3664  0.30
H -1.2094 3.3148 -1.1836  0.02
H -1.8067 1.5979 -4.3852  0.03
C -1.2318 1.0549 2.5319  -0.21
H 2.4464 -2.8112 -2.7614  0.02
H -1.8709 -1.6538 -3.5185  -0.02
O -1.9662 -2.4929 1.9181  -0.13
H -0.6592 2.5315 -3.4089  0.02
C -0.8763 -3.7284 5.1000  -0.70
H 2.3791 -3.4387 -1.1178  0.00
C -5.3261 2.1665 -1.3681  -0.27
H 3.7999 0.0061 0.9780  0.01
C -0.8870 2.9937 -0.1917  -0.21
C -1.2423 1.6086 -3.4499  -0.22

Question: Which formula does entry 1 have?
Answer: C23H32BeN6O2P2

Question: maximum force of number 3 (C23H32Cl4GeN3O2S3Si3Tc)?
Answer: 0.2 eV Å⁻¹